{
  "formula": "C41H58CaN4O7SSi",
  "method": "ωB97M-V/def2-TZVPD",
  "total_energy_ha": -3708.4469,
  "multiplicity": 1,
  "lumo_energy_ev": [3.99, 4.00],
  "orbital_gap_ev": [4.25, 3.05],
  "homo_ev": [-0.26, 0.94],
  "total_charge": -2,
  "symbols": ["H", "H", "O", "C", "C", "H", "H", "H", "S", "H", "H", "C", "C", "C", "H", "H", "C", "H", "C", "C", "C", "H", "H", "H", "H", "C", "C", "H", "H", "H", "N", "C", "C", "H", "H", "H", "H", "N", "H", "O", "C", "H", "C", "C", "H", "C", "H", "C", "H", "C", "C", "H", "C", "H", "H", "C", "H", "H", "C", "N", "O", "H", "C", "H", "O", "H", "H", "C", "H", "H", "H", "C", "H", "H", "H", "C", "C", "H", "H", "H", "H", "H", "O", "Si", "H", "H", "C", "C", "H", "H", "C", "C", "C", "C", "N", "H", "H", "C", "H", "H", "H", "H", "H", "H", "O", "C", "C", "Ca", "C", "O", "C", "C", "C"],
  "coordinates": [[-3.966, -2.973, 1.859], [-1.580, -4.498, 2.462], [0.223, -2.542, -1.254], [5.189, 3.206, -0.918], [2.019, -1.438, 3.408], [-4.229, 2.396, -2.486], [-5.843, -0.874, 0.700], [5.205, 4.142, -2.844], [1.025, -2.317, -2.470], [0.806, -2.647, 4.716], [3.236, 3.209, -2.911], [-3.552, 1.545, -2.537], [0.062, -3.788, -6.085], [-2.020, -0.462, -3.907], [-3.741, 2.173, 0.654], [2.269, -1.917, 1.310], [1.784, -2.174, 4.735], [2.557, -2.930, 4.891], [2.189, 1.368, 0.243], [9.012, 5.581, -1.576], [6.925, 4.444, -1.630], [-2.864, -4.408, -7.257], [3.318, 0.025, 4.327], [-1.530, -3.651, -2.582], [-4.127, -2.545, 4.491], [-2.381, 2.644, 4.056], [8.337, 4.235, 0.333], [-0.779, 2.339, 1.730], [8.531, 3.839, 1.322], [1.801, 0.863, 1.124], [5.688, 3.967, -1.985], [-4.727, 0.600, -0.454], [-3.109, -2.146, 4.482], [-2.997, 2.113, 4.786], [4.088, 1.851, 1.095], [9.740, 6.237, -2.040], [-1.345, -4.996, -7.941], [-3.728, 0.505, -1.523], [-4.681, 1.056, 1.668], [-1.434, 0.546, 3.503], [-4.023, 1.126, 0.795], [4.168, -1.384, 3.652], [-3.359, -0.734, -3.692], [-4.163, 0.205, -2.890], [1.114, -2.952, 2.160], [0.163, -3.154, -3.776], [-5.614, 2.562, -0.789], [-1.955, -4.972, -7.038], [0.122, 2.904, 5.333], [-2.332, -2.638, 3.256], [-2.183, 1.821, -3.017], [3.524, -0.129, 2.575], [7.833, 5.268, -2.264], [-0.423, 0.963, -3.901], [1.056, 2.159, -2.715], [-3.101, -2.317, 1.971], [10.173, 5.331, 0.202], [2.861, -3.172, 2.414], [-1.090, -3.711, -3.569], [6.088, 3.173, 0.085], [-0.735, -0.408, 1.092], [-1.786, 2.823, -2.900], [-2.103, -4.149, 3.355], [-2.254, -5.994, -6.797], [-1.052, -2.033, 3.263], [-2.939, 2.721, 3.122], [-2.744, -4.734, -4.462], [-5.923, 1.516, -0.765], [-6.393, 1.269, -1.720], [-3.835, -1.630, -4.078], [-0.841, 1.536, 5.951], [-1.073, 1.885, 3.823], [-5.240, 0.172, -3.060], [-6.673, 1.404, 0.023], [0.718, 2.156, 2.637], [2.982, 2.689, -1.993], [0.743, -3.196, -5.036], [0.607, 1.229, 4.973], [1.722, -2.752, -5.170], [-3.140, -1.056, 4.461], [-3.428, -1.276, 1.985], [-1.487, -4.374, 4.228], [1.011, -0.454, 3.197], [-0.551, -0.578, 2.640], [-1.404, -1.173, -4.445], [-2.597, -2.457, 5.396], [-0.296, 2.556, 2.684], [3.918, 2.621, -0.913], [7.647, 5.667, -3.255], [-3.115, 0.557, 0.986], [3.346, -0.683, 3.496], [-1.441, 0.786, -3.568], [7.144, 3.919, -0.325], [2.072, -2.437, 2.249], [1.307, 1.424, -0.803], [-0.250, 3.635, 2.837], [-2.170, 3.647, 4.432], [-1.761, -4.306, -4.620], [-3.054, -4.679, 3.443], [1.811, -1.462, 5.564], [-2.430, -2.439, 1.120], [0.510, -3.813, -7.072], [-5.810, -1.187, -1.055], [-4.362, -1.478, -0.080], [2.351, -2.883, -2.408], [-5.228, -0.826, -0.203], [-1.198, -4.348, -5.897], [-0.014, -0.416, -0.946], [3.435, 1.914, 0.235], [1.002, -0.895, -2.826], [9.250, 5.069, -0.306], [1.758, 2.099, -1.890], [-0.240, 1.897, 5.113]],
  "atomic_forces_ev_per_a": [[-0.1, 0.0, 0.0], [0.0, 0.0, 0.0], [0.2, -0.9, -0.2], [0.4, 0.2, 0.1], [0.3, -0.1, 0.0], [0.0, 0.0, 0.0], [0.0, 0.0, 0.0], [0.0, 0.0, 0.0], [1.1, -1.6, -1.1], [-0.1, -0.1, 0.0], [-0.1, 0.0, 0.0], [0.0, 0.0, -0.4], [-0.1, -0.1, -0.1], [0.3, 0.3, 0.0], [0.0, 0.0, 0.0], [0.0, 0.0, 0.0], [-0.1, 0.2, -0.2], [0.0, 0.0, 0.0], [-0.2, 0.1, -0.1], [-0.1, 0.0, -0.1], [0.0, 0.0, 0.2], [0.0, 0.0, 0.0], [0.0, 0.0, 0.0], [0.0, 0.0, 0.0], [0.0, 0.0, 0.0], [0.0, -0.1, -0.1], [-0.1, 0.0, -0.1], [0.0, 0.1, 0.0], [0.0, 0.0, 0.0], [0.1, -0.1, 0.0], [-0.2, -0.1, 0.0], [-0.2, 0.1, -0.1], [0.1, 0.0, -0.1], [0.0, 0.0, 0.0], [-0.1, -0.1, 0.1], [0.0, 0.0, 0.0], [0.0, 0.0, 0.0], [0.2, -0.4, 0.6], [0.0, 0.1, 0.0], [0.3, 0.0, 0.1], [0.0, 0.0, -0.1], [0.0, 0.0, 0.0], [-0.4, -0.2, 0.0], [0.2, 0.2, -0.3], [0.0, -0.1, 0.0], [0.0, -0.1, -0.1], [0.0, 0.0, 0.0], [0.0, 0.0, 0.0], [0.0, 0.0, 0.0], [-0.3, -0.2, 0.0], [-0.2, 0.3, 0.3], [0.0, 0.0, 0.0], [0.1, 0.0, 0.0], [0.0, 0.0, 0.1], [0.0, 0.0, 0.0], [0.4, 0.1, 0.3], [0.0, 0.0, 0.0], [0.0, 0.0, 0.0], [0.1, 0.0, 0.3], [-0.2, -0.1, 0.0], [0.2, -0.1, 0.3], [0.1, -0.1, 0.1], [0.1, 0.2, -0.1], [0.0, 0.0, 0.0], [0.0, -0.1, 0.0], [0.0, 0.0, 0.0], [0.0, 0.0, 0.0], [0.0, -0.1, 0.1], [0.0, 0.0, 0.0], [0.1, 0.0, 0.1], [0.0, 0.0, 0.0], [-0.1, 0.3, 0.1], [0.0, 0.1, 0.1], [0.0, 0.0, 0.0], [0.0, 0.1, 0.0], [0.3, 0.2, 0.0], [0.1, 0.1, 0.3], [0.1, 0.0, 0.1], [0.0, 0.0, -0.1], [-0.1, 0.0, 0.0], [0.0, -0.1, 0.0], [0.0, 0.0, 0.0], [0.0, -0.1, 0.0], [-0.2, 0.1, 0.4], [0.0, 0.0, 0.0], [0.0, 0.0, 0.0], [0.0, -0.4, 0.1], [-0.5, -0.3, 0.1], [0.0, 0.0, 0.0], [0.1, 0.0, 0.0], [-0.1, 0.0, -0.1], [0.0, -0.3, -0.3], [0.1, 0.2, -0.2], [-0.2, 0.2, 0.1], [1.0, 0.7, 0.1], [0.0, 0.0, 0.0], [0.0, 0.0, 0.0], [0.1, -0.1, -0.3], [0.0, 0.0, 0.0], [0.0, 0.0, 0.0], [-0.1, 0.0, -0.1], [0.0, 0.0, 0.0], [0.0, 0.0, 0.0], [-0.1, 0.0, -0.1], [-0.2, 0.0, -0.1], [0.2, 0.1, -0.1], [0.0, 0.0, 0.2], [-2.7, 2.2, 1.1], [0.3, 0.2, 0.0], [0.6, -0.4, -0.6], [0.1, 0.0, 0.1], [-0.2, 0.0, 0.0], [-0.1, -0.2, -0.2]],
  "mulliken_charge": [0.715, 0.354, -0.690, -0.158, 1.784, 0.419, 0.419, 0.142, 1.510, 0.102, 0.178, -0.061, -0.898, 0.004, 0.485, 0.213, -1.815, 0.485, 0.497, -0.405, 0.603, 0.292, 0.342, 0.409, 0.405, -1.804, -0.777, 0.021, 0.400, 0.131, -0.002, 2.009, -1.664, 0.350, 0.647, 0.351, 0.342, 0.686, 0.498, 0.115, -1.671, 0.418, -1.699, 0.158, 0.115, -0.466, 0.451, -1.376, 0.417, 2.118, -1.412, 0.168, -0.916, 0.512, 0.178, -1.922, 0.337, 0.587, 0.089, -0.711, 1.250, 0.268, -2.038, 0.333, -0.102, 0.245, 0.338, -2.040, 0.364, 0.314, 0.377, 1.940, 0.361, 0.438, 0.019, -1.070, -0.593, 0.029, 0.415, 0.119, 0.208, 0.393, 0.633, -2.314, 0.821, 0.391, -1.100, 1.008, 0.343, -0.203, -1.710, -0.688, 0.337, -1.380, -0.422, 0.563, 0.420, -0.708, 0.458, 0.316, 0.212, 0.253, 0.506, 0.230, -0.769, -1.727, 1.135, 1.791, -0.839, -0.488, -0.352, -0.648, -1.641]
}



{
  "formula": "C4H6O2",
  "method": "ωB97M-V/def2-TZVPD",
  "total_energy_ha": -306.4788,
  "multiplicity": 1,
  "smiles": "CC(=O)CC=O",
  "lumo_energy_ev": 0.61,
  "orbital_gap_ev": 10.56,
  "homo_ev": -9.96,
  "symbols": ["C", "C", "H", "H", "H", "H", "H", "H", "C", "O", "O", "C"],
  "coordinates": [[-0.469, -0.307, 0.611], [1.720, 0.524, -0.163], [-2.158, -0.427, -0.711], [-0.148, 1.330, -0.826], [2.246, 0.110, 0.721], [0.268, 1.674, 0.891], [-1.695, -1.974, 0.060], [-0.727, -1.284, -1.284], [0.278, 0.921, 0.094], [-0.322, -0.669, 1.757], [2.262, 0.622, -1.236], [-1.318, -1.053, -0.388]],
  "atomic_forces_ev_per_a": [[0.0, -0.1, 0.2], [0.1, 0.0, -0.3], [0.1, -0.1, 0.1], [0.0, -0.1, 0.1], [0.0, 0.1, -0.1], [0.0, -0.1, -0.1], [0.0, 0.1, -0.1], [-0.1, 0.1, 0.1], [0.0, 0.1, -0.1], [-0.1, 0.1, -0.4], [-0.2, 0.0, 0.5], [0.0, -0.1, 0.0]],
  "mulliken_charge": [0.655, 0.001, 0.311, 0.273, 0.348, 0.320, 0.322, 0.329, -0.449, -0.539, -0.461, -1.108]
}



{
  "formula": "C11H15N",
  "method": "ωB97M-V/def2-TZVPD",
  "total_energy_ha": -482.8705,
  "multiplicity": 1,
  "smiles": "Cc1c[nH]c2ccccc12.CC",
  "lumo_energy_ev": 0.85,
  "orbital_gap_ev": 8.62,
  "homo_ev": -7.77,
  "symbols": ["C", "H", "H", "H", "H", "C", "C", "C", "C", "H", "C", "H", "C", "H", "H", "C", "H", "H", "C", "H", "H", "H", "H", "C", "N", "C", "H"],
  "coordinates": [[0.046, -1.658, 0.564], [-0.944, 3.643, 0.441], [-1.978, 0.418, -0.769], [0.132, -2.102, 2.665], [-2.140, 3.908, 1.758], [1.895, -1.666, -2.715], [-0.890, 2.323, 2.166], [-1.095, 3.719, 1.522], [0.650, -2.370, 1.749], [-1.446, -0.472, 1.567], [1.708, -1.998, -1.377], [-0.953, 2.499, 3.243], [0.522, -1.592, -0.802], [2.805, -2.007, -3.211], [1.689, -2.012, 1.722], [-0.343, -0.687, -1.521], [-0.832, 0.434, -3.124], [2.284, -2.729, -0.819], [-0.065, -0.290, -2.838], [-0.010, 1.741, 1.897], [-1.823, 1.785, 1.963], [1.488, -0.396, -4.337], [-0.414, 4.495, 1.841], [-0.890, -0.663, 0.671], [-1.235, -0.223, -0.588], [1.167, -0.654, -3.333], [0.672, -3.447, 1.665]],
  "atomic_forces_ev_per_a": [[0.0, 1.0, 0.3], [-0.4, 0.1, 0.0], [-0.1, 0.3, -0.1], [0.2, 0.1, 0.1], [0.1, 0.8, -0.3], [2.0, 0.5, 1.0], [-0.8, 1.0, 0.5], [0.2, -1.4, -0.5], [0.5, 0.8, -1.1], [-0.3, 0.4, 0.0], [-0.9, -1.3, -0.9], [0.5, -0.3, 0.1], [-0.9, 1.1, 0.4], [-0.2, 0.0, 0.1], [0.0, -0.3, 0.8], [1.5, -1.4, 0.9], [0.8, 0.0, -1.2], [0.4, 0.1, -0.3], [-1.1, 1.0, 2.2], [-0.1, 0.2, 0.0], [0.4, -0.4, -0.2], [-0.2, 0.3, 0.1], [0.0, 0.1, 0.5], [-0.3, -2.3, -0.4], [-0.3, 0.9, -0.1], [-1.0, -1.1, -1.5], [-0.1, -0.3, -0.2]],
  "mulliken_charge": [0.839, 0.268, 0.191, 0.354, 0.267, -0.549, -0.697, -0.927, -1.360, 0.521, -0.434, 0.352, 0.928, 0.344, 0.305, -0.175, 0.325, 0.342, -0.579, 0.322, 0.143, 0.335, 0.312, -1.163, -0.022, -0.570, 0.329]
}



{
  "formula": "C12H19N5O3S",
  "method": "ωB97M-V/def2-TZVPD",
  "total_energy_ha": -1366.2256,
  "multiplicity": 1,
  "lumo_energy_ev": 0.26,
  "orbital_gap_ev": 9.77,
  "homo_ev": -9.51,
  "symbols": ["C", "H", "C", "C", "C", "N", "H", "H", "H", "C", "C", "H", "O", "C", "H", "C", "H", "O", "H", "C", "N", "H", "H", "H", "C", "H", "C", "H", "H", "S", "H", "O", "N", "N", "H", "H", "H", "C", "H", "N"],
  "coordinates": [[1.663, -1.809, -0.290], [-2.304, 1.543, -1.564], [0.441, 2.023, -1.146], [3.050, -2.049, 0.115], [-0.050, -0.349, -1.003], [0.459, -4.960, 1.123], [-0.123, 2.176, 1.413], [5.057, -1.091, 0.191], [-2.095, 3.238, 0.810], [3.462, -3.133, 0.791], [4.054, -0.888, -0.197], [4.445, -3.212, 0.951], [1.332, -0.644, -0.876], [-2.396, 2.933, -0.146], [1.185, -6.557, 2.310], [-0.353, 1.072, -0.477], [1.045, 0.824, 1.275], [-4.721, 2.936, 1.293], [0.512, 3.018, -0.691], [-1.878, 1.497, -0.552], [1.210, -3.935, 0.652], [-0.687, -0.948, -0.331], [3.938, -0.626, -1.217], [-2.454, 0.675, 0.019], [2.470, -4.097, 1.165], [-1.980, 3.600, -0.885], [0.028, 1.130, 1.043], [3.610, -0.022, 0.297], [-0.662, 0.479, 1.621], [-4.168, 2.909, -0.074], [-5.514, 4.464, -0.201], [-4.764, 1.920, -0.972], [2.656, -5.212, 1.861], [-4.750, 4.274, -0.841], [-5.109, 4.004, -1.751], [1.426, 1.622, -1.203], [-0.424, -0.500, -2.030], [1.375, -5.627, 1.768], [0.183, 2.143, -2.146], [0.831, -2.820, -0.102]],
  "atomic_forces_ev_per_a": [[0.8, -3.8, 1.6], [0.6, -1.1, -0.2], [2.6, 2.5, -0.8], [1.1, 3.1, -0.9], [-2.7, 0.3, 0.6], [-0.5, 0.7, -1.0], [0.2, -0.9, -0.3], [-0.2, 0.1, -0.5], [0.4, 0.5, 1.5], [-4.5, 0.3, -1.0], [-1.8, -1.1, 1.4], [3.5, -0.7, 1.1], [-0.1, -0.8, 0.2], [1.3, -1.7, -0.3], [-0.7, 0.3, -0.4], [-1.9, -0.2, 2.8], [0.1, 0.0, -0.2], [2.0, 0.2, -1.7], [-0.2, -0.2, 0.1], [-1.5, -1.8, 0.4], [2.0, 2.3, -0.1], [0.6, -0.6, -0.5], [0.7, 0.0, -1.2], [0.6, 1.4, -0.8], [2.5, 1.2, -1.2], [-0.5, 0.6, -0.2], [-1.3, 0.1, 0.3], [0.4, 0.2, 0.4], [0.4, 0.3, -0.2], [-4.3, -1.0, -0.7], [-0.3, 0.7, -0.3], [1.8, -0.6, 0.8], [-1.8, 1.5, -1.1], [0.8, 0.9, 1.2], [0.1, -0.1, 0.2], [1.2, 0.1, 0.1], [0.5, 0.1, 0.3], [0.0, -3.3, 2.2], [-0.8, 0.4, -2.0], [-1.3, 0.1, 0.5]],
  "mulliken_charge": [0.591, 0.474, -2.532, 1.090, -1.216, -0.999, 0.408, 0.352, 0.405, -0.689, -1.497, 0.611, -0.215, -0.653, 0.460, 2.486, 0.365, -0.678, 0.442, -1.400, 1.090, 0.488, 0.369, 0.505, -0.122, 0.383, -1.758, 0.281, 0.381, 1.240, 0.321, -0.674, -0.672, -0.654, 0.311, 0.530, 0.439, -0.049, 0.520, -0.735]
}